Below is C49H49BF6IN8O3PSr as an isolated structure, with properties calculated with ωB97M-V/def2-TZVPD.

The geometry in XYZ format:
```
119
Properties=species:S:1:pos:R:3:forces:R:3
Sr -0.8478 -0.1142 -0.9270 0.33 -1.90 1.83
C -0.8386 5.3083 -0.5012 -0.12 0.10 -0.01
C 0.3398 4.3905 -0.4922 -0.09 -0.21 0.18
C 1.4858 4.4232 -1.3049 0.13 -0.10 -0.05
C 2.2279 3.3411 -0.8882 0.14 -0.05 -0.12
N 1.5563 2.7253 0.1050 -0.12 0.10 0.00
N 0.3990 3.3676 0.3585 -0.25 0.19 0.04
B 2.1898 1.6643 1.0276 0.17 0.11 0.08
N 2.8080 0.6213 0.1000 0.43 -0.36 -0.01
C 4.0721 0.1486 0.0837 0.01 0.01 -0.25
C 4.1988 -0.7109 -0.9866 -0.13 0.23 0.12
C 2.9233 -0.7157 -1.5834 -0.14 0.08 -0.21
C 2.4791 -1.4427 -2.8086 0.16 0.10 -0.02
N 2.0905 0.0780 -0.9159 -0.18 0.03 -0.05
N 1.2084 1.0748 2.0615 -0.29 -0.02 -0.11
C 1.3238 1.1684 3.3977 0.07 -0.02 0.02
C 0.2764 0.4859 3.9721 0.17 -0.08 -0.11
C -0.4558 -0.0232 2.8865 0.19 0.13 0.16
C -1.7006 -0.8302 3.0022 -0.16 -0.09 -0.04
N 0.1046 0.3451 1.7334 0.23 -0.22 -0.06
N 3.2973 2.3948 1.8290 0.01 0.22 0.04
C 3.3171 3.7173 2.1074 -0.02 -0.03 0.06
C 4.3275 3.9455 3.0175 -0.14 0.03 -0.11
C 4.8832 2.6740 3.2470 -0.06 -0.06 -0.06
C 6.0295 2.3078 4.1330 0.05 -0.02 0.05
N 4.2504 1.7507 2.5357 0.10 -0.04 0.21
H -0.6935 6.1628 0.1651 0.03 -0.03 0.00
H -1.7417 4.7895 -0.1778 0.03 -0.05 0.05
H -1.0224 5.7023 -1.5014 0.04 -0.02 -0.01
H 1.7249 5.1181 -2.0942 -0.02 -0.03 0.03
H 3.1832 2.9564 -1.2158 -0.07 0.05 -0.02
H 4.7750 0.4606 0.8358 -0.01 -0.03 -0.03
H 5.0743 -1.2597 -1.2948 -0.04 0.03 0.00
H 2.9404 -1.0060 -3.6977 -0.01 0.01 0.02
H 1.3987 -1.3777 -2.9318 -0.03 -0.03 -0.02
H 2.7830 -2.4869 -2.7589 0.04 -0.06 -0.02
H 2.1519 1.6973 3.8381 -0.05 0.00 0.05
H 0.0648 0.3510 5.0200 0.02 0.01 -0.02
H -2.0539 -0.7992 4.0339 0.00 -0.01 -0.01
H -1.5466 -1.8734 2.7247 0.04 0.01 0.00
H -2.5001 -0.4810 2.3497 0.02 0.04 -0.01
H 2.6027 4.3862 1.6538 0.05 0.02 0.01
H 4.6220 4.8878 3.4499 0.00 -0.02 -0.02
H 6.3324 3.1598 4.7415 -0.01 0.01 -0.01
H 6.8953 1.9875 3.5507 -0.01 0.00 -0.01
H 5.7610 1.4895 4.8022 -0.01 0.00 -0.03
O 2.2232 -1.9691 1.2368 0.00 -0.01 0.28
C 2.4721 -2.7532 0.4272 -0.32 -0.13 0.06
C 2.7997 -3.7711 -0.4013 0.30 -0.11 0.05
C 4.1737 -4.1984 -0.4239 0.00 -0.11 -0.09
C 4.5413 -5.2093 -1.2684 0.03 0.05 0.02
C 3.6034 -5.8367 -2.1066 0.05 -0.04 -0.02
C 2.2783 -5.4069 -2.0975 -0.16 0.05 0.02
C 1.8406 -4.3757 -1.2891 0.24 -0.17 -0.07
P 0.1632 -3.6956 -1.1673 -0.23 0.42 0.07
C -0.5240 -4.9223 -0.0063 -0.07 -0.22 -0.01
C -0.5799 -4.5754 1.3383 -0.05 0.02 0.07
C -0.9776 -5.5019 2.2924 0.01 0.08 0.03
C -1.3433 -6.7806 1.9055 -0.02 -0.10 0.03
C -1.3023 -7.1343 0.5624 0.00 -0.02 -0.05
C -0.8864 -6.2140 -0.3860 0.02 0.05 -0.02
C -0.6127 -4.0533 -2.7722 0.06 -0.04 -0.15
C 0.1007 -3.8513 -3.9558 -0.02 0.01 0.07
C -0.5299 -3.9446 -5.1850 0.06 0.00 -0.03
C -1.8849 -4.2322 -5.2529 -0.02 -0.01 -0.05
C -2.6043 -4.4198 -4.0835 -0.04 -0.01 0.05
C -1.9765 -4.3270 -2.8499 -0.02 -0.06 0.01
H 4.8971 -3.7105 0.2159 -0.02 -0.01 0.01
H 5.5780 -5.5240 -1.2870 -0.01 -0.02 0.00
H 3.9052 -6.6423 -2.7628 0.02 0.02 0.02
H 1.5641 -5.8868 -2.7571 -0.01 0.03 0.00
H -0.3379 -3.5640 1.6434 0.04 0.01 -0.05
H -1.0183 -5.2057 3.3342 -0.01 -0.05 -0.02
H -1.6679 -7.5051 2.6439 0.01 0.04 -0.01
H -1.5918 -8.1312 0.2504 0.00 0.02 0.03
H -0.8508 -6.4958 -1.4328 0.00 0.01 0.04
H 1.1513 -3.5934 -3.9178 -0.02 -0.04 -0.01
H 0.0406 -3.7705 -6.0898 -0.03 0.00 0.01
H -2.3815 -4.2929 -6.2141 0.01 0.01 0.02
H -3.6687 -4.6195 -4.1207 0.03 0.01 -0.01
H -2.5610 -4.4329 -1.9450 0.03 -0.01 -0.01
I -3.1690 -2.1719 -0.0671 -0.19 -0.06 -0.04
C -5.9565 5.5141 3.9099 -0.06 0.09 0.07
C -5.0119 4.6018 3.1803 0.00 0.02 0.03
C -3.6749 4.5244 3.5436 0.02 -0.07 -0.01
C -2.7954 3.6668 2.8917 -0.21 0.02 -0.04
C -1.3648 3.6018 3.3470 0.12 0.02 0.09
C -3.2856 2.8876 1.8262 0.03 0.06 0.04
C -2.3326 2.0057 1.1550 -0.48 -0.11 -0.10
O -2.6122 1.3171 0.1781 0.26 0.38 -0.02
C -4.6420 2.9492 1.4383 0.12 0.12 0.18
C -5.2083 2.1259 0.3219 -0.07 -0.05 -0.09
C -5.4774 3.8094 2.1375 0.01 -0.06 -0.10
H -5.4261 6.1510 4.6181 0.00 -0.01 -0.01
H -6.7012 4.9412 4.4677 0.02 -0.01 -0.02
H -6.4991 6.1579 3.2148 0.02 -0.02 0.00
H -3.3072 5.1352 4.3613 -0.01 -0.01 -0.01
H -1.2260 4.2489 4.2135 0.02 0.00 -0.01
H -0.6672 3.9098 2.5654 -0.04 0.00 -0.03
H -1.0659 2.5901 3.6344 -0.09 0.11 0.00
H -1.3338 1.9370 1.5759 0.03 0.23 0.00
H -4.7124 2.3462 -0.6233 -0.04 0.01 -0.01
H -6.2750 2.3296 0.2233 0.01 -0.03 -0.01
H -5.0559 1.0577 0.4848 -0.01 0.02 0.01
H -6.5239 3.8641 1.8541 0.02 0.01 0.01
C -0.5348 1.8101 -2.5540 -0.30 -0.23 -1.08
C -0.8351 0.5864 -3.6218 0.01 0.60 0.93
O -0.7404 -0.6771 -3.1568 0.23 0.62 -0.16
C 0.1556 0.8115 -4.7656 0.40 0.18 -0.50
F 0.2832 -0.2531 -5.5533 -0.12 -0.20 -0.08
F 1.3902 1.0872 -4.2951 0.00 0.01 0.12
F -0.1773 1.8490 -5.5720 -0.02 0.08 0.08
C -2.2778 0.8296 -4.0850 -0.35 0.18 -0.29
F -2.6072 0.1103 -5.1602 0.03 -0.14 -0.15
F -3.1225 0.4926 -3.0994 -0.03 -0.06 0.23
F -2.5594 2.1210 -4.3815 0.04 0.12 -0.04
H 0.3940 1.5991 -2.0101 0.00 0.27 -0.26
H -1.3748 1.9835 -1.8538 0.26 0.16 -0.49
H -0.3994 2.7362 -3.1042 0.02 0.01 0.00
```
Forces are in eV/Å.

Computed properties:
charge: -1
⟨S²⟩: 0.79
multiplicity: 2
ΔE to the lowest compared entry with this formula, charge and spin: 0.0 kJ/mol
Kohn-Sham gap (alpha / beta): 5.89 / 7.15 eV


Below is a 2-piece molecular cluster, C3H12NO2 overall, with properties calculated with ωB97M-V/def2-TZVPD.

The geometry in XYZ format:
```
18
Properties=species:S:1:pos:R:3:forces:R:3
C -0.5506 0.5051 -0.6780 -0.63 0.54 0.28
C -1.2040 -0.3040 0.5115 -0.80 1.75 -0.34
C -2.6447 -0.8475 0.1383 3.92 -0.70 0.87
O -0.1900 -1.2725 0.8689 -1.00 0.37 1.34
N 0.8604 0.8646 -0.3132 1.35 1.26 -0.48
H -0.5472 -0.0428 -1.6434 0.32 -0.03 0.80
H -0.9893 1.4844 -0.9151 -0.59 -0.53 0.37
H -1.4283 0.4280 1.3455 0.81 -0.69 -0.60
H -3.3063 -0.1320 -0.1762 -1.22 2.17 -1.17
H -3.0438 -1.1585 1.0631 -0.52 -1.19 0.87
H -2.4772 -1.5970 -0.5992 -0.47 -0.91 -0.37
H -0.2194 -1.4582 1.8520 -0.13 0.22 -1.68
H 1.2333 0.1164 0.2259 0.80 -1.88 0.02
H 1.0696 1.6054 0.4250 -1.04 -0.26 -1.66
H 1.4623 1.0222 -1.1820 -0.74 -0.17 1.81
H 3.9324 -0.3363 -0.8718 0.53 0.41 0.29
H 4.3463 0.9132 0.0579 -0.02 -0.70 -0.48
O 3.6965 0.2095 -0.1093 -0.58 0.33 0.14
```
Forces are in eV/Å.

Computed properties:
charge: +1
multiplicity: 1
ΔE to the lowest compared entry with this formula, charge and spin: 108.5 kJ/mol
Kohn-Sham gap: 11.44 eV


Below is C24H21N9O5S3Zr as an isolated structure, with properties calculated with ωB97M-V/def2-TZVPD.

The geometry in XYZ format:
```
63
Properties=species:S:1:pos:R:3:forces:R:3
Zr -0.2156 -0.2950 -0.3747 0.34 -0.22 0.15
S -5.5337 -0.2720 -6.0284 0.02 -0.04 0.01
N -5.7156 -0.4515 -4.4412 0.01 0.03 -0.01
C -4.5099 -0.3409 -3.9048 -0.02 -0.01 -0.01
C -4.2033 -0.4369 -2.4930 0.04 -0.02 0.01
C -5.1650 -0.6680 -1.5048 -0.02 -0.01 0.03
C -4.7610 -0.7566 -0.1927 -0.02 -0.01 0.03
C -3.4133 -0.6185 0.1137 0.09 0.00 -0.05
N -2.4800 -0.3897 -0.8154 -0.08 -0.02 0.00
C -2.8717 -0.2998 -2.1084 -0.03 0.03 -0.05
C -1.8253 -0.0476 -3.0914 0.05 -0.13 -0.01
N -0.5623 0.0825 -2.6159 -0.14 0.04 -0.15
C 0.4205 0.3524 -3.4820 -0.06 0.03 0.06
C 0.2083 0.4676 -4.8471 0.02 0.01 0.00
C -1.0667 0.2977 -5.3421 0.02 0.01 -0.02
C -2.1128 0.0397 -4.4526 0.01 0.09 0.01
C -3.4931 -0.1153 -4.8588 0.00 -0.01 0.00
N -3.9419 -0.0574 -6.1034 -0.02 0.03 0.01
H -6.2043 -0.7771 -1.7871 0.00 0.00 -0.01
H -5.4657 -0.9388 0.6059 -0.02 0.00 -0.02
H -3.0657 -0.7018 1.1323 -0.03 -0.01 0.01
H 1.4028 0.4970 -3.0553 0.01 0.00 -0.02
H 1.0414 0.6895 -5.4982 -0.01 0.00 -0.01
H -1.2757 0.3726 -6.4018 -0.01 0.00 0.00
O 2.4426 0.0024 4.3540 0.16 0.06 -0.03
C 1.6034 -0.5074 5.1747 0.01 -0.01 0.11
O 1.6571 -0.7367 6.3532 -0.10 -0.04 0.03
C 0.4188 -0.7598 4.2532 0.21 -0.02 0.14
C -0.4591 0.2809 3.9509 -0.15 0.18 -0.08
C -0.9799 0.3481 2.6853 0.01 0.03 0.06
N -0.7192 -0.5936 1.7556 -0.36 -0.15 0.15
C -0.1397 -1.7492 2.1791 -0.06 -0.11 0.45
C 0.4132 -1.8838 3.4215 -0.04 -0.12 -0.21
C -0.0042 -2.8177 1.1343 0.06 0.47 0.06
O 0.3462 -3.9364 1.3418 -0.06 -0.07 -0.15
O -0.2236 -2.2656 -0.0738 0.00 -0.23 -0.18
H -0.6224 1.0910 4.6501 0.02 0.00 0.01
H -1.5600 1.2008 2.3545 0.00 0.01 0.00
H 0.9336 -2.7965 3.6811 0.01 0.01 0.02
C 3.2719 2.9314 3.8290 -0.02 -0.01 0.01
C 2.1123 3.1514 2.9389 -0.06 -0.04 0.09
N 1.4125 4.2446 2.8629 0.02 -0.01 -0.05
N 0.5076 4.0163 1.8762 -0.04 0.10 -0.03
C 0.6250 2.8179 1.3329 0.29 -0.26 0.07
S -0.2109 2.2498 -0.0561 -0.19 0.27 -0.09
N 1.6285 2.2296 2.0177 0.00 0.10 -0.03
N 2.0281 0.9035 1.8196 -0.07 0.12 -0.26
H 3.3769 3.8014 4.4717 0.01 0.00 -0.01
H 4.1795 2.8229 3.2320 0.01 0.00 0.00
H 3.1483 2.0272 4.4265 -0.02 0.00 -0.01
H -0.1217 4.7530 1.5933 -0.01 -0.02 0.00
H 2.9210 0.9267 1.3358 0.04 0.00 -0.02
H 2.1779 0.4800 2.7704 -0.04 -0.08 0.17
C 4.1868 -0.9569 -1.8295 -0.03 0.00 0.03
S 2.6207 -1.7525 -1.5416 -0.03 -0.08 0.01
C 3.0725 -2.8544 -0.2205 0.06 -0.06 -0.08
O 1.7846 -0.6160 -0.8685 0.20 0.08 -0.20
H 4.8562 -1.7073 -2.2508 0.00 0.01 0.00
H 4.5810 -0.5663 -0.8933 0.01 0.00 0.00
H 4.0309 -0.1610 -2.5546 0.01 0.00 0.00
H 3.8490 -3.5035 -0.6310 0.00 0.00 0.04
H 2.2094 -3.4616 0.0454 -0.01 0.02 0.00
H 3.4551 -2.2848 0.6257 -0.02 0.02 0.01
```
Forces are in eV/Å.

Computed properties:
charge: +2
multiplicity: 1
ΔE to the lowest compared entry with this formula, charge and spin: 0.0 kJ/mol
Kohn-Sham gap: 6.32 eV


Question: Look up the charge of the first one.
Answer: -1


Question: What is the formula in the first record?
Answer: C49H49BF6IN8O3PSr